Molecular formula: C21H23AuN6O6S
Method: DFT, wB97M-V/def2-TZVPD

Geometry (Å):
Au: -0.6282 0.7497 -0.1693
O: -0.2773 -1.2005 -5.2555
C: -0.8328 -0.0801 -5.5453
C: -1.0883 0.1954 -6.9298
C: -1.6647 1.3770 -7.2871
C: -2.0037 2.3129 -6.2928
C: -1.7627 2.0522 -4.9233
C: -1.1902 0.8805 -4.5265
C: -0.9421 0.6175 -3.0780
O: -1.2863 1.4872 -2.2368
N: -0.3627 -0.5557 -2.8297
N: -0.1361 -0.7533 -1.5033
C: 0.3996 -1.8157 -1.0421
C: 0.5820 -1.9229 0.4125
C: 1.1425 -3.0338 1.0061
C: 1.2507 -3.0650 2.3952
C: 0.7847 -1.9976 3.1363
C: 0.2286 -0.9073 2.4727
N: 0.1484 -0.8791 1.1506
H: -0.1538 -1.2319 -4.2290
H: -0.8037 -0.5608 -7.6493
H: -1.8605 1.5994 -8.3266
H: -2.4588 3.2526 -6.5760
H: -2.0317 2.7853 -4.1753
H: 0.7020 -2.6228 -1.7017
H: 1.4868 -3.8605 0.3995
H: 1.6914 -3.9229 2.8845
H: 0.8434 -1.9912 4.2152
H: -0.1747 -0.0544 3.0065
C: -2.3046 -0.3850 6.8440
C: -3.2995 0.5669 6.1892
S: -2.4768 1.5241 4.9428
O: -2.1642 0.6654 3.8121
O: -1.4022 2.2764 5.5372
C: -3.7129 2.7014 4.3896
C: -3.0734 3.8746 3.6390
N: -1.9908 3.4539 2.7310
C: -2.1652 2.6560 1.6627
N: -0.9857 2.2349 1.2178
C: -0.0125 2.7593 2.0330
C: -0.6310 3.5059 2.9691
N: 0.0241 4.2896 3.9940
O: 1.1810 4.0087 4.1961
O: -0.6135 5.1735 4.5250
C: -3.4730 2.2379 1.1029
H: -2.8317 -0.9972 7.5729
H: -1.5190 0.1666 7.3558
H: -1.8543 -1.0487 6.1066
H: -3.7112 1.2803 6.9041
H: -4.1135 0.0390 5.6909
H: -4.2135 3.0903 5.2764
H: -4.4383 2.1521 3.7903
H: -2.6416 4.5847 4.3324
H: -3.8297 4.3912 3.0512
H: 1.0413 2.5950 1.8928
H: -4.2440 2.9869 1.2722
H: -3.7840 1.2973 1.5622
H: -3.3742 2.0878 0.0283

Results
Energy in eV: -57884.3523
HOMO (alpha / beta) in eV: -14.4 / -14.8
Lowest unoccupied orbital energy (alpha / beta) in eV: -6.67 / -8.83
Multiplicity: 3
Energy relative to the best compared isomer or geometry (same formula, charge and spin) in kJ/mol: 0.0
F_max in eV/A: 0.131
Charge: +2

---

Molecular formula: C21H23BBr2O9S
Method: DFT, wB97M-V/def2-TZVPD

Geometry (Å):
C: -3.1338 0.5840 0.4378
C: -2.7879 -0.4068 1.5379
C: -1.4845 -0.1136 2.3041
Br: -0.8461 -1.6992 3.2228
C: -0.4094 0.5660 1.4970
C: 0.0305 0.0474 0.2636
B: -0.4858 -1.2753 -0.4680
C: -0.9861 -1.1216 -1.9628
O: -0.4648 -2.5072 0.1101
C: 0.9944 0.7309 -0.4718
C: 1.5760 1.9069 -0.0199
S: 2.8054 2.6023 -1.1188
C: 2.2610 4.2377 -1.5638
O: 2.7193 1.8080 -2.3253
O: 4.1152 2.6386 -0.5428
C: 1.1612 2.4283 1.2082
C: 0.1750 1.7656 1.9539
C: -0.1638 2.3989 3.2698
O: -0.3764 1.7907 4.2852
C: -0.1273 3.8925 3.3134
C: -1.0615 4.6579 4.2071
C: -2.5132 4.2993 4.0968
O: -3.1828 4.0515 5.0203
Br: -3.3148 4.3310 2.3311
C: 0.7924 4.5080 2.5785
C: 1.7193 3.7176 1.7467
O: 2.8379 4.0847 1.5325
H: -3.3928 1.5569 0.8308
H: -4.0321 0.2223 -0.0601
H: -2.3733 0.6710 -0.3280
H: -3.5994 -0.4485 2.2572
H: -2.7108 -1.4043 1.1059
H: -1.7363 0.5569 3.1081
H: -0.1608 -1.4600 -2.5992
H: -1.8467 -1.7461 -2.1759
H: -1.1507 -0.0850 -2.2394
H: -0.0107 -3.1227 -0.4800
H: 1.3068 0.3482 -1.4310
H: 2.9716 4.9428 -1.1467
H: 1.2575 4.4587 -1.2172
H: 2.3131 4.2741 -2.6440
H: -0.7782 4.4671 5.2382
H: -0.9205 5.7177 4.0230
H: 0.9161 5.5804 2.5786
C: 2.6031 -5.0407 -3.4485
C: 1.4663 -5.8147 -2.8306
C: 0.6297 -6.6019 -3.8110
O: -0.6406 -6.6515 -3.1492
C: -0.7330 -5.5590 -2.3562
O: -1.7205 -5.1969 -1.8118
O: 0.4741 -4.9302 -2.2691
H: 2.2312 -4.3405 -4.1975
H: 3.1279 -4.4580 -2.6919
H: 3.3147 -5.7189 -3.9186
H: 1.8354 -6.4531 -2.0237
H: 1.0057 -7.6056 -3.9916
H: 0.5038 -6.0831 -4.7642

Results
Energy in eV: -192174.7582
HOMO in eV: -9.7
Lowest unoccupied orbital energy in eV: -1.32
F_max in eV/A: 1.589
Charge: 0
Structure (SMILES): CC[C@@H](Br)c1c(B(C)O)cc(S(C)(=O)=O)c2c1C(=O)C(CC(=O)Br)=CC2=O.C[C@@H]1COC(=O)O1

---

Molecular formula: C21H23BrN2O2S3Tm
Method: DFT, wB97M-V/def2-TZVPD

Geometry (Å):
Tm: 0.2872 -0.0045 -0.5647
C: -0.3584 3.0835 1.4762
C: 0.1915 2.2857 2.6608
S: 0.8032 0.6147 2.3377
C: 2.6008 0.7832 2.5507
C: 3.4938 0.3163 1.4031
S: 3.0873 0.8096 -0.2747
C: 3.2702 2.5969 -0.3156
C: 2.2197 3.4276 0.4185
S: 0.5484 2.9766 -0.0657
H: -0.4667 4.1289 1.7692
H: -1.3519 2.7298 1.1995
H: -0.6051 2.1795 3.3969
H: 0.9940 2.8174 3.1703
H: 2.8660 0.1898 3.4246
H: 2.7873 1.8226 2.8063
H: 3.4810 -0.7716 1.3583
H: 4.5219 0.6269 1.6004
H: 3.2765 2.8513 -1.3772
H: 4.2691 2.8295 0.0578
H: 2.3790 4.4796 0.1800
H: 2.3245 3.3257 1.4943
Br: 0.0561 1.1246 -3.1339
C: -1.8543 0.8802 -3.1239
C: -2.4176 0.8997 -4.3585
C: -3.8257 0.8074 -4.4480
C: -4.5722 0.7157 -3.3140
C: -3.9640 0.6887 -2.0325
C: -4.7601 0.6031 -0.8571
C: -4.1796 0.5739 0.3714
C: -2.7640 0.6081 0.4774
C: -1.9263 0.6937 -0.6048
C: -2.5549 0.7554 -1.8929
H: -1.8129 0.9918 -5.2497
H: -4.2963 0.8253 -5.4217
H: -5.6528 0.6613 -3.3747
H: -5.8381 0.5638 -0.9632
H: -4.7927 0.5102 1.2623
H: -2.3469 0.5378 1.4818
C: 2.1283 -5.1475 1.8947
N: 1.4950 -4.2785 0.8945
C: 0.8123 -4.7986 -0.1599
C: 0.2099 -4.0326 -1.0958
C: 0.3236 -2.6344 -0.9101
O: -0.2260 -1.7587 -1.6868
N: 1.0198 -2.1116 0.1266
C: 1.6239 -2.8986 1.0744
O: 2.2096 -2.4604 2.0476
H: 1.8518 -6.1733 1.6674
H: 1.7846 -4.8809 2.8888
H: 3.2088 -5.0399 1.8560
H: 0.7785 -5.8793 -0.1942
H: -0.3368 -4.4457 -1.9274

Results
Energy in eV: -161301.8689
HOMO (alpha / beta) in eV: -10.6 / -10.6
Lowest unoccupied orbital energy (alpha / beta) in eV: -2.30 / -2.28
Multiplicity: 3
F_max in eV/A: 1.513
Charge: +1

---

Molecular formula: C21H23Cl5LaO7P
Method: DFT, wB97M-V/def2-TZVPD

Geometry (Å):
La: 1.0735 -0.7069 0.4903
Cl: 4.5580 -1.7343 0.4460
C: 3.8575 -1.9253 2.0869
C: 2.5063 -1.8183 2.2398
C: 2.0075 -1.8625 3.5082
Cl: 0.2507 -1.5898 3.7280
C: 2.7956 -2.0917 4.6320
Cl: 2.1234 -2.1754 6.2158
C: 4.1690 -2.2516 4.4300
Cl: 5.1983 -2.5578 5.7805
C: 4.7264 -2.1584 3.1494
Cl: 6.4256 -2.3258 2.9206
C: -3.9040 -2.8384 -0.1148
C: -3.2813 -3.4661 -1.3465
C: -3.2564 -4.9760 -1.2435
C: -3.9444 -2.9986 -2.6255
O: -1.8443 -3.1044 -1.4299
P: -1.1214 -1.7597 -1.1393
O: 0.3583 -1.9212 -1.4459
O: -1.2450 -1.2942 0.3035
O: -1.8055 -0.7254 -2.1132
C: -1.4882 0.7110 -2.3223
C: -2.5177 1.1170 -3.3581
C: -0.0876 0.8605 -2.8870
C: -1.6898 1.4978 -1.0411
H: -4.9486 -3.1561 -0.0672
H: -3.8863 -1.7495 -0.1416
H: -3.3994 -3.1634 0.7943
H: -4.2783 -5.3590 -1.2229
H: -2.7516 -5.2894 -0.3299
H: -2.7385 -5.4173 -2.0946
H: -4.9659 -3.3842 -2.6599
H: -3.4097 -3.3735 -3.4985
H: -3.9873 -1.9126 -2.6882
H: -2.3879 0.5388 -4.2724
H: -2.4109 2.1760 -3.6008
H: -3.5280 0.9551 -2.9824
H: 0.0398 0.2375 -3.7719
H: 0.7266 0.6112 -2.2047
H: 0.0639 1.9058 -3.1642
H: -2.6989 1.3617 -0.6501
H: -1.5467 2.5578 -1.2604
H: -1.0200 1.2516 -0.2149
O: 2.5062 3.7394 -1.2544
C: 2.4157 4.2207 0.0176
C: 2.7050 5.5565 0.2851
C: 2.5809 6.0551 1.5686
C: 2.1496 5.2327 2.6036
C: 1.8500 3.9133 2.3264
C: 1.9912 3.3777 1.0454
C: 1.6943 1.9355 0.8575
O: 0.8988 1.3680 1.6677
O: 2.2436 1.2872 -0.0853
H: 2.8305 4.4519 -1.8157
H: 3.0265 6.1966 -0.5294
H: 2.8192 7.0943 1.7571
H: 2.0496 5.6190 3.6083
H: 1.5019 3.2572 3.1136

Results
Energy in eV: -109251.3740
HOMO in eV: -9.0
Lowest unoccupied orbital energy in eV: 0.38
Energy relative to the best compared isomer or geometry (same formula, charge and spin) in kJ/mol: 0.0
F_max in eV/A: 1.162
Charge: 0

---

Molecular formula: C21H23ClNO6S
Method: DFT, wB97M-V/def2-TZVPD

Geometry (Å):
C: -3.4294 -1.6082 2.5260
C: -1.9419 -1.7809 2.5939
O: -1.4009 -0.4578 2.2373
C: -0.1007 -0.4373 1.9163
O: 0.6044 -1.4370 1.9443
C: 0.4609 0.9638 1.4750
Cl: 2.1449 0.9511 1.9771
C: -0.1452 2.2269 2.2002
O: 0.5059 3.1553 2.6347
O: -1.4926 2.2460 2.2185
C: -2.0136 3.5442 2.6372
C: -3.5085 3.4109 2.5854
C: -0.0003 1.0906 -0.3195
N: 0.3344 0.0219 -1.0833
S: -0.6950 -1.1425 -1.5522
O: -1.4204 -0.8293 -2.7581
O: -1.4240 -1.6420 -0.4009
C: 0.4405 -2.4452 -2.0360
C: 0.5582 -2.8016 -3.3907
C: 1.4103 -3.8378 -3.7537
C: 2.1298 -4.5488 -2.7926
C: 3.0126 -5.6752 -3.2340
C: 2.0038 -4.1838 -1.4501
C: 1.1708 -3.1352 -1.0633
C: 0.7658 2.3330 -0.6582
C: 0.2046 3.6064 -0.5122
C: 1.0368 4.7249 -0.6019
C: 2.3871 4.5679 -0.9371
C: 2.8906 3.2930 -1.2443
C: 2.0436 2.1777 -1.1857
H: -3.9337 -2.5675 2.6668
H: -3.7833 -0.9153 3.2970
H: -3.7202 -1.1992 1.5552
H: -1.6064 -2.0361 3.6067
H: -1.5671 -2.5568 1.9062
H: -1.6488 3.7675 3.6488
H: -1.6311 4.3325 1.9689
H: -3.9705 4.3731 2.7994
H: -3.8643 3.0605 1.6125
H: -3.8484 2.6921 3.3373
H: -1.0427 1.2987 0.0028
H: 0.0037 -2.2543 -4.1421
H: 1.5323 -4.0966 -4.8104
H: 3.4736 -6.1669 -2.3754
H: 2.4237 -6.4104 -3.7942
H: 3.8061 -5.3197 -3.9026
H: 2.5816 -4.7227 -0.6925
H: 1.1043 -2.8410 -0.0200
H: -0.8689 3.7164 -0.3669
H: 0.6327 5.7091 -0.3672
H: 3.0573 5.4349 -0.8981
H: 3.9479 3.1613 -1.4960
H: 2.3896 1.1895 -1.5081

Results
Energy in eV: -59283.8444
HOMO in eV: -4.6
Lowest unoccupied orbital energy in eV: 2.87
F_max in eV/A: 2.904
Charge: -1
Structure (SMILES): CCOC(=O)C(Cl)(C(=O)OCC)[C@H](N=[S@](=O)([O-])c1ccc(C)cc1)c1ccccc1

---

Molecular formula: C21H23CoN5O5S2
Method: DFT, wB97M-V/def2-TZVPD

Geometry (Å):
Co: -0.5287 -0.3669 0.0336
N: 0.5920 -0.1026 -1.5319
C: 1.3834 -1.3467 -1.7130
C: 1.9196 -1.7273 -0.3485
N: 0.7925 -1.6844 0.6136
H: 0.0128 0.0803 -2.3466
H: 1.2070 0.7021 -1.4047
H: 2.1883 -1.2031 -2.4340
H: 0.7041 -2.1104 -2.0901
H: 2.6601 -1.0024 -0.0142
H: 2.3907 -2.7091 -0.3692
H: 1.1251 -1.3676 1.5275
H: 0.3765 -2.6021 0.7441
C: 5.1915 2.8190 -3.0961
C: 4.2904 2.4993 -1.9378
C: 4.6537 1.5327 -1.0026
C: 3.8449 1.2470 0.0871
C: 2.6512 1.9365 0.2488
C: 2.2754 2.9180 -0.6627
C: 3.0898 3.1850 -1.7511
S: 1.5980 1.5639 1.6244
O: 2.1170 0.3587 2.2161
O: 1.4110 2.7540 2.3922
N: 0.1886 1.1452 0.9560
C: -0.8366 1.9748 0.5568
C: -1.1827 3.2867 0.8677
C: -2.3395 3.7717 0.2896
C: -3.1254 2.9759 -0.5498
C: -2.7248 1.6836 -0.7962
N: -1.5919 1.2211 -0.2636
H: 5.6024 1.9121 -3.5389
H: 6.0330 3.4287 -2.7623
H: 4.6645 3.3745 -3.8699
H: 5.5891 0.9999 -1.1239
H: 4.1362 0.5034 0.8175
H: 1.3616 3.4822 -0.5200
H: 2.7990 3.9513 -2.4592
H: -0.5806 3.8668 1.5506
H: -2.6514 4.7849 0.5065
H: -4.0361 3.3547 -0.9883
H: -3.2875 1.0005 -1.4187
O: -1.6617 -1.7222 -0.8199
C: -2.2239 -1.9381 0.3119
N: -1.8530 -1.1125 1.2740
S: -2.2671 -1.6817 2.7853
O: -1.0801 -2.2207 3.3774
O: -3.0583 -0.7274 3.4830
C: -3.2655 -2.9876 2.1040
C: -4.0588 -3.8862 2.7804
C: -4.7195 -4.8458 2.0171
C: -4.5806 -4.8928 0.6334
C: -3.7767 -3.9780 -0.0361
C: -3.1265 -3.0219 0.7222
H: -4.1635 -3.8516 3.8561
H: -5.3525 -5.5701 2.5114
H: -5.1092 -5.6512 0.0724
H: -3.6672 -4.0038 -1.1117

Results
Energy in eV: -99131.5863
HOMO in eV: -11.7
Lowest unoccupied orbital energy in eV: -3.26
Energy relative to the best compared isomer or geometry (same formula, charge and spin) in kJ/mol: 0.0
F_max in eV/A: 0.485
Charge: +1

---

Molecular formula: C21H23FN2O2
Method: DFT, wB97M-V/def2-TZVPD

Geometry (Å):
C: -1.1637 1.4264 -4.3456
C: -1.0918 2.0392 -2.9788
C: -2.2369 2.4878 -2.3349
C: -2.1589 3.0394 -1.0677
C: -0.9391 3.1459 -0.4271
C: 0.2177 2.6957 -1.0498
C: 1.5354 2.7327 -0.3258
C: 1.5775 1.6121 0.7252
N: 1.2361 0.3365 0.1376
C: 0.0291 -0.2338 0.3349
O: -0.7828 0.1843 1.1306
C: -0.2417 -1.4853 -0.5166
C: -1.5435 -1.2927 -1.3135
C: -2.6155 -1.8213 -0.3630
C: -1.8774 -2.8137 0.5173
O: -2.3540 -3.6505 1.2482
N: -0.5493 -2.6170 0.3269
C: 0.4710 -3.3013 1.0854
C: 1.1635 -2.3688 2.0445
C: 2.4993 -2.0314 1.8770
C: 3.1103 -1.1227 2.7231
C: 2.3589 -0.5516 3.7324
F: 2.9456 0.3528 4.5473
C: 1.0286 -0.8753 3.9289
C: 0.4375 -1.7909 3.0803
C: 0.1265 2.1449 -2.3194
H: -2.0580 1.7536 -4.8699
H: -0.2908 1.6959 -4.9364
H: -1.1953 0.3386 -4.2698
H: -3.1942 2.4061 -2.8294
H: -3.0561 3.3857 -0.5770
H: -0.8830 3.5740 0.5622
H: 1.6699 3.6896 0.1802
H: 2.3557 2.5993 -1.0348
H: 2.5692 1.5492 1.1819
H: 0.8338 1.7948 1.5030
H: 1.8378 -0.0046 -0.5948
H: 0.6193 -1.7141 -1.1556
H: -1.6986 -0.2486 -1.5804
H: -1.5092 -1.8932 -2.2238
H: -3.4586 -2.2904 -0.8661
H: -2.9900 -1.0267 0.2836
H: 1.1962 -3.7481 0.3946
H: -0.0469 -4.0983 1.6282
H: 3.0725 -2.4833 1.0798
H: 4.1486 -0.8536 2.6065
H: 0.4743 -0.4105 4.7280
H: -0.6017 -2.0517 3.2074
H: 1.0231 1.7946 -2.8147

Results
Energy in eV: -31944.8097
HOMO in eV: -9.0
Lowest unoccupied orbital energy in eV: 0.45
Energy relative to the best compared isomer or geometry (same formula, charge and spin) in kJ/mol: 9.5
F_max in eV/A: 0.609
Charge: 0
Structure (SMILES): Cc1cccc(CCNC(=O)[C@@H]2CCC(=O)N2Cc2ccc(F)cc2)c1

---

Molecular formula: C21H23MoN5S
Method: DFT, wB97M-V/def2-TZVPD

Geometry (Å):
Mo: 0.0263 -0.1092 -0.3186
C: 1.0159 3.2681 2.3400
C: 0.1402 3.0874 3.3925
C: -0.7482 2.0183 3.3707
C: -0.7362 1.1563 2.2922
N: 0.1222 1.3397 1.2627
C: 0.9758 2.3693 1.2891
C: -1.6336 -0.0291 2.1928
C: -2.5770 -0.3489 3.1533
C: -3.3280 -1.5067 2.9996
C: -3.1242 -2.3127 1.8926
C: -2.1845 -1.9196 0.9579
N: -1.4615 -0.8032 1.1018
H: 1.7250 4.0828 2.3199
H: 0.1417 3.7680 4.2336
H: -1.4264 1.8685 4.1963
H: 1.6379 2.4632 0.4404
H: -2.7300 0.2792 4.0172
H: -4.0639 -1.7761 3.7457
H: -3.6796 -3.2277 1.7452
H: -1.9945 -2.5029 0.0665
N: -3.8732 0.8859 -1.2982
C: -2.7763 1.1358 -2.0140
N: -1.5549 0.8932 -1.5682
C: -0.6167 1.2756 -2.5374
C: 0.7551 1.1119 -2.3532
C: 1.6028 1.4179 -3.4055
C: 1.0779 1.8919 -4.6112
C: -0.2842 2.0727 -4.7885
C: -1.1273 1.7484 -3.7309
S: -2.8701 1.8001 -3.6132
H: -3.7833 0.5045 -0.3721
H: -4.7986 1.0485 -1.6571
H: 1.2834 0.9733 -1.3683
H: 2.6726 1.3113 -3.2898
H: 1.7523 2.1342 -5.4205
H: -0.6674 2.4474 -5.7277
C: 3.5650 -1.5908 -0.7099
C: 2.3835 -2.1743 0.0560
C: 1.8722 -3.4573 -0.5852
C: 2.7117 -2.3756 1.5320
N: 1.2946 -1.1692 0.0025
H: 4.4001 -2.2904 -0.6657
H: 3.8896 -0.6462 -0.2723
H: 3.3152 -1.4318 -1.7601
H: 2.6721 -4.1985 -0.5914
H: 1.5623 -3.2940 -1.6182
H: 1.0366 -3.8769 -0.0237
H: 3.4908 -3.1328 1.6281
H: 1.8397 -2.7245 2.0859
H: 3.0769 -1.4546 1.9864

Results
Energy in eV: -42279.1484
HOMO in eV: -14.2
Lowest unoccupied orbital energy in eV: -6.83
Energy relative to the best compared isomer or geometry (same formula, charge and spin) in kJ/mol: 31.8
F_max in eV/A: 1.014
Charge: +2

---

Molecular formula: C21H23N3O2
Method: DFT, wB97M-V/def2-TZVPD

Geometry (Å):
C: -0.6914 -1.0248 -4.3963
C: -0.6604 -2.5409 -4.1945
C: 0.5607 -2.9782 -3.4321
C: 1.8231 -2.8197 -3.9933
C: 2.9666 -3.1837 -3.3078
C: 2.8694 -3.7242 -2.0366
C: 1.6237 -3.9038 -1.4666
C: 0.4744 -3.5323 -2.1543
N: -0.7934 -3.7748 -1.5528
C: -1.3940 -5.0615 -1.8397
C: -1.3766 -2.9376 -0.6634
O: -2.4429 -3.1856 -0.1363
C: -0.5853 -1.6712 -0.3677
C: -1.4487 -0.6698 0.3930
C: -0.6561 0.4425 0.9604
N: -1.1031 1.5646 1.4295
C: 0.0315 2.2094 1.8478
C: 0.0163 3.5180 2.4658
C: -1.1942 4.1755 2.6679
C: -1.2117 5.4200 3.2663
C: -0.0323 6.0328 3.6735
C: -0.0501 7.3723 4.3432
C: 1.1735 5.3678 3.4656
C: 1.2047 4.1246 2.8694
N: 1.1136 1.5052 1.6320
O: 0.6791 0.3506 1.0536
H: 0.1912 -0.6847 -4.9323
H: -0.7280 -0.5097 -3.4390
H: -1.5723 -0.7431 -4.9681
H: -1.5630 -2.8435 -3.6630
H: -0.6610 -3.0274 -5.1737
H: 1.9057 -2.4074 -4.9884
H: 3.9348 -3.0484 -3.7659
H: 3.7582 -4.0100 -1.4952
H: 1.5277 -4.3354 -0.4809
H: -2.3667 -5.0897 -1.3512
H: -1.5144 -5.1940 -2.9159
H: -0.7684 -5.8693 -1.4528
H: -0.2059 -1.2377 -1.2937
H: 0.2793 -1.9492 0.2404
H: -2.2283 -0.2536 -0.2477
H: -1.9619 -1.1902 1.2081
H: -2.1076 3.6965 2.3512
H: -2.1545 5.9252 3.4211
H: -0.9930 7.8842 4.1682
H: 0.0776 7.2510 5.4193
H: 0.7644 7.9959 3.9802
H: 2.0961 5.8361 3.7778
H: 2.1366 3.6060 2.7070

Results
Energy in eV: -30715.8664
HOMO in eV: -8.7
Lowest unoccupied orbital energy in eV: 0.70
Energy relative to the best compared isomer or geometry (same formula, charge and spin) in kJ/mol: 130.2
F_max in eV/A: 1.222
Charge: 0
Structure (SMILES): CCc1ccccc1N(C)C(=O)CCc1nc(-c2ccc(C)cc2)no1